Entry 1:
{"formula": "C6H9N2O2", "method": "ωB97M-V with the def2-TZVPD basis set", "de_lowest_kj_mol": 626.7, "gap_ev": 6.55, "charge": -1, "lumo_energy_ev": 3.743, "species": ["C", "C", "C", "C", "C", "C", "N", "N", "O", "O", "H", "H", "H", "H", "H", "H", "H", "H", "H"], "xyz": [[-0.497, -1.670, 0.065], [-1.884, -1.954, -0.233], [-0.224, -0.271, -0.342], [0.368, 1.505, 1.265], [1.993, 1.059, -0.699], [1.041, 0.454, 0.285], [-1.561, 0.221, -0.765], [-2.427, -0.763, -0.636], [0.268, -1.377, -1.086], [-3.643, -0.705, -0.904], [-0.001, -2.195, 0.786], [-2.596, -2.699, 0.077], [-0.478, 0.928, 1.701], [0.145, 2.407, 0.584], [1.084, 1.807, 1.943], [2.926, 1.287, -0.172], [1.591, 1.944, -1.236], [2.380, 0.345, -1.550], [1.514, -0.324, 0.918]]}

***

Entry 2:
{"formula": "C6H9N2O2", "method": "ωB97M-V with the def2-TZVPD basis set", "de_lowest_kj_mol": 116.1, "gap_ev": 8.29, "charge": -1, "lumo_energy_ev": 3.502, "species": ["C", "C", "C", "C", "N", "N", "H", "H", "H", "H", "H", "H", "C", "C", "O", "O", "H", "H", "H"], "xyz": [[3.737, 0.619, -0.358], [0.444, 1.564, 1.163], [1.132, 0.340, -0.590], [2.266, 0.930, 0.033], [0.016, 0.696, 0.124], [1.765, 1.706, 1.168], [-0.949, 0.151, 0.107], [-0.297, 2.003, 1.819], [1.102, -0.380, -1.417], [4.437, 1.416, -0.091], [3.902, 0.422, -1.441], [3.989, -0.301, 0.231], [-2.885, -1.838, -0.515], [-3.403, -0.597, 0.320], [-2.457, 0.050, 0.828], [-4.594, -0.460, 0.605], [-1.888, -1.448, -0.962], [-3.550, -2.227, -1.329], [-2.770, -2.648, 0.303]]}

***

Entry 3:
{"formula": "C6H9N2O2", "method": "ωB97M-V with the def2-TZVPD basis set", "de_lowest_kj_mol": 30.0, "gap_ev": 8.41, "charge": -1, "lumo_energy_ev": 3.699, "species": ["C", "C", "C", "C", "N", "N", "H", "H", "H", "H", "H", "H", "C", "C", "O", "O", "H", "H", "H"], "xyz": [[-2.010, 2.071, 2.458], [-0.670, 2.080, -0.854], [-1.253, 1.834, 1.190], [-0.378, 0.794, 0.916], [-1.436, 2.629, 0.089], [-0.048, 0.995, -0.384], [-0.545, 2.428, -1.864], [0.551, 0.322, -0.869], [-0.111, -0.071, 1.489], [-1.539, 2.826, 3.102], [-2.189, 1.127, 2.967], [-2.942, 2.602, 2.244], [1.905, -3.488, -1.469], [1.693, -1.923, -1.531], [1.740, -1.319, -0.420], [1.456, -1.427, -2.647], [2.157, -3.854, -2.465], [0.925, -3.853, -1.169], [2.694, -3.773, -0.781]]}